(1)
Below is a cluster of 6 separate species, C24H36O18 in total at a distorted geometry, with properties calculated with wB97M-V/def2-TZVPD.

Cartesian coordinates (Å):
C: 18.373 15.516 -9.307
C: 17.394 14.532 -8.681
C: 16.137 15.186 -8.124
O: 15.249 15.198 -9.256
C: 15.601 14.205 -10.074
O: 15.067 13.905 -11.098
O: 16.846 13.751 -9.772
H: 17.928 16.038 -10.155
H: 19.279 15.024 -9.651
H: 18.630 16.310 -8.602
H: 17.745 13.817 -7.940
H: 16.339 16.215 -7.821
H: 15.593 14.744 -7.289
C: 11.415 21.438 -13.941
C: 10.820 20.429 -14.905
C: 9.291 20.442 -15.080
O: 9.108 20.472 -16.486
C: 10.305 20.695 -17.088
O: 10.441 20.869 -18.266
O: 11.278 20.769 -16.207
H: 11.555 21.070 -12.921
H: 10.846 22.354 -13.776
H: 12.425 21.693 -14.262
H: 11.198 19.426 -14.691
H: 8.713 21.241 -14.605
H: 8.876 19.581 -14.544
C: 5.500 18.047 -12.660
C: 4.058 18.234 -12.262
C: 3.213 16.983 -11.918
O: 2.930 17.144 -10.533
C: 3.209 18.379 -10.140
O: 2.947 18.859 -9.084
O: 3.987 19.001 -11.061
H: 5.574 17.714 -13.695
H: 6.060 17.381 -12.009
H: 5.957 19.036 -12.615
H: 3.529 18.859 -12.987
H: 3.647 16.026 -12.217
H: 2.262 16.892 -12.454
C: 11.759 16.394 -21.302
C: 12.153 16.956 -19.908
C: 10.946 17.359 -18.988
O: 11.377 16.701 -17.791
C: 12.339 15.809 -17.981
O: 12.707 15.037 -17.150
O: 12.836 15.913 -19.220
H: 11.117 15.536 -21.100
H: 12.713 16.193 -21.780
H: 11.128 17.042 -21.908
H: 12.809 17.821 -20.001
H: 9.994 17.053 -19.413
H: 11.014 18.437 -18.863
C: 12.326 16.128 -11.877
C: 11.663 16.711 -13.123
C: 11.009 15.678 -14.058
O: 9.643 16.083 -14.163
C: 9.380 17.076 -13.319
O: 8.298 17.485 -13.040
O: 10.536 17.466 -12.696
H: 12.489 16.842 -11.077
H: 13.234 15.564 -12.115
H: 11.716 15.288 -11.530
H: 12.359 17.331 -13.697
H: 10.880 14.779 -13.441
H: 11.479 15.419 -15.001
C: 17.340 13.525 -14.165
C: 15.795 13.551 -14.256
C: 15.295 13.552 -15.681
O: 14.577 12.291 -15.717
C: 14.448 11.761 -14.471
O: 13.844 10.756 -14.243
O: 15.243 12.414 -13.642
H: 17.763 14.412 -14.631
H: 17.592 12.598 -14.682
H: 17.628 13.522 -13.115
H: 15.372 14.298 -13.571
H: 16.001 13.475 -16.500
H: 14.642 14.425 -15.634

Force components x, y, z for each atom (eV/Å):
0.135 0.192 0.581
-0.839 -0.396 -0.361
-0.352 1.175 -0.057
-0.436 -0.017 0.622
1.571 0.484 -1.727
-0.718 -0.090 0.520
-0.343 -0.387 0.694
-0.245 -0.249 -0.041
-0.006 -0.048 0.051
0.204 -0.193 0.152
0.725 0.185 -0.178
-0.103 0.069 -0.224
0.405 -0.601 -0.043
0.406 0.069 0.999
-0.145 0.749 0.713
-0.141 -0.406 1.344
0.093 -0.425 -0.108
-0.919 0.515 -1.077
-0.111 -0.366 0.366
0.869 -0.040 -0.041
-0.212 -0.503 -0.166
-0.156 0.003 -0.631
-0.083 0.088 -0.201
-0.151 0.025 0.051
0.638 0.595 -0.310
-0.108 -0.446 -0.898
-0.270 0.347 -0.102
-0.533 0.054 -0.364
-0.364 -0.015 -0.955
-0.487 -1.250 -0.176
1.404 0.853 0.417
-0.381 -0.158 -0.022
-0.392 0.024 0.423
0.024 -0.194 0.069
-0.126 -0.068 0.019
0.185 -0.080 -0.001
0.161 -0.301 -0.283
0.740 0.054 0.945
-0.119 0.763 0.068
0.010 0.537 1.386
-1.376 0.486 -1.589
2.611 -0.199 -0.988
-1.841 0.573 0.999
0.307 -0.245 -0.281
0.148 0.011 0.135
0.006 -0.041 0.168
0.484 -0.451 -0.240
-0.322 -0.495 -0.466
0.353 0.473 0.114
0.250 -0.133 -0.025
-0.171 -0.354 0.576
-0.500 -0.011 0.326
-0.131 -1.312 -0.712
0.377 -0.218 -0.228
-0.268 -1.424 1.848
-0.289 0.627 -1.165
0.945 -0.571 0.951
0.100 0.419 -0.347
-0.813 0.857 -0.198
0.056 0.126 -0.130
0.331 0.583 -0.115
-0.390 0.418 0.356
-0.156 0.324 0.215
0.649 -0.340 -0.447
-0.154 0.460 -0.187
-1.432 -0.181 0.352
2.027 0.886 1.462
-1.302 -0.668 1.184
-0.839 0.673 -0.395
0.603 -1.061 -1.285
-0.136 0.546 0.203
-0.035 -1.074 0.841
0.029 -0.116 -0.239
0.657 0.131 0.089
0.172 -0.268 -0.062
0.327 0.752 -0.864
0.216 0.563 0.191
-0.322 -0.293 -1.499

Calculated values
ΔE to the lowest compared entry with this formula, charge and spin: 2.323 eV
Orbital gap: 10.7 eV
Maximum force: 2.80 eV Å⁻¹

These are the Löwdin partial charges, in e, on atoms 1 to 4: -0.0132 -0.2861 -0.0833 0.0714

***

(2)
Below is a structure of composition C24H36O20V at a distorted geometry, with properties calculated with wB97M-V/def2-TZVPD.

Cartesian coordinates (Å):
O: -2.729 0.814 -0.554
V: -1.596 0.726 0.505
O: -2.229 0.496 1.938
C: 3.696 2.443 -2.836
C: 2.220 2.837 -3.071
C: 1.389 1.827 -3.869
O: 0.135 1.889 -3.215
C: 0.297 2.327 -1.941
O: -0.545 2.331 -1.062
O: 1.502 2.961 -1.887
H: 4.151 3.050 -2.053
H: 4.251 2.548 -3.768
H: 3.797 1.465 -2.365
H: 2.307 3.817 -3.539
H: 1.708 0.785 -3.832
H: 1.267 2.110 -4.914
C: 1.360 -2.881 -4.186
C: 0.612 -1.637 -3.779
C: -0.900 -1.675 -3.889
O: -1.261 -1.033 -2.699
C: -0.252 -0.961 -1.854
O: -0.281 -0.556 -0.720
O: 0.870 -1.365 -2.411
H: 2.425 -2.820 -3.958
H: 1.347 -3.033 -5.265
H: 0.906 -3.777 -3.765
H: 0.984 -0.914 -4.506
H: -1.270 -2.697 -3.972
H: -1.298 -1.100 -4.726
C: -4.433 6.167 3.806
C: -4.298 5.807 2.294
C: -3.118 6.538 1.687
O: -2.337 5.489 1.195
C: -2.879 4.261 1.495
O: -2.377 3.226 1.072
O: -3.955 4.394 2.232
H: -4.840 7.169 3.937
H: -3.445 6.159 4.268
H: -5.074 5.555 4.441
H: -5.196 5.918 1.686
H: -2.561 7.196 2.355
H: -3.532 7.140 0.879
C: -1.036 -5.481 -2.005
C: -2.286 -4.932 -1.309
C: -2.506 -5.372 0.123
O: -2.967 -4.229 0.743
C: -2.796 -3.188 -0.025
O: -3.119 -2.037 0.215
O: -2.112 -3.578 -1.094
H: -1.161 -6.504 -2.360
H: -0.156 -5.319 -1.383
H: -0.771 -4.915 -2.898
H: -3.192 -5.049 -1.903
H: -1.631 -5.697 0.686
H: -3.209 -6.199 0.220
C: 4.384 3.574 1.125
C: 3.730 2.379 1.848
C: 3.120 2.708 3.189
O: 1.827 2.169 3.038
C: 1.606 1.833 1.806
O: 0.512 1.363 1.436
O: 2.645 2.044 1.036
H: 4.815 4.243 1.869
H: 3.595 4.082 0.571
H: 5.157 3.220 0.443
H: 4.404 1.524 1.884
H: 3.032 3.790 3.288
H: 3.646 2.403 4.093
C: 1.140 -5.752 2.076
C: 0.386 -4.648 2.823
C: 1.186 -3.819 3.793
O: 0.645 -2.593 3.599
C: 0.013 -2.539 2.469
O: -0.432 -1.456 1.973
O: -0.053 -3.744 1.907
H: 1.770 -6.297 2.778
H: 1.820 -5.309 1.349
H: 0.377 -6.387 1.624
H: -0.414 -5.076 3.427
H: 2.269 -3.854 3.676
H: 0.941 -4.350 4.713

Force components x, y, z for each atom (eV/Å):
-0.497 -0.178 0.288
0.382 0.329 1.293
0.164 0.190 -1.722
-0.680 -0.215 0.854
2.035 -0.383 -0.926
0.169 0.397 -0.411
-1.100 -0.666 0.883
-0.548 1.470 0.096
1.917 -0.355 -1.520
-1.087 -0.459 2.004
-0.111 0.664 -0.343
0.060 -0.208 0.141
-0.170 -0.461 -0.596
-0.666 0.085 -0.207
0.553 0.227 0.214
-0.105 0.043 0.098
-0.113 -0.781 -0.293
0.913 -1.183 -2.067
0.486 -0.195 -0.639
-1.386 0.366 1.299
-0.573 0.283 0.081
-0.338 0.271 0.497
0.788 0.227 -0.367
-0.120 0.035 0.397
-0.308 0.244 -0.142
0.260 -0.024 0.280
0.178 0.904 0.811
-0.274 -0.018 0.452
0.111 0.000 0.082
-0.358 0.283 -0.410
-0.576 -0.259 2.697
-1.039 0.256 -0.504
0.776 -1.106 -0.473
1.999 -1.280 -1.623
-0.927 1.947 1.083
-0.186 0.274 -0.145
0.133 0.214 -0.272
0.085 -0.060 -0.139
-0.082 -0.453 -0.574
-0.087 0.098 0.356
0.047 -0.314 0.164
0.521 0.114 -0.283
-0.176 0.373 -0.226
0.981 -1.345 -0.379
0.297 -2.225 0.172
-1.774 -0.016 1.975
-0.201 3.854 0.646
0.627 -2.459 -0.452
0.773 2.261 -1.724
0.111 -0.102 0.450
-0.098 -0.510 0.359
-0.558 0.210 -0.164
-0.047 -0.339 -0.141
0.487 0.049 -0.457
-0.320 0.228 -0.046
0.192 -0.533 0.726
2.333 1.068 -0.646
0.330 1.305 -0.112
-0.581 -0.207 2.066
-4.271 -1.819 -1.593
2.512 1.210 0.426
-0.928 -0.989 -0.864
0.178 0.114 -0.213
0.139 0.139 0.061
-0.034 0.198 -0.008
0.016 -0.063 0.102
-0.217 0.169 -0.026
-0.231 -0.701 -0.257
-0.244 0.424 0.794
1.750 -2.832 0.352
0.888 -3.347 0.582
0.203 2.499 2.001
-2.654 5.606 -3.570
1.981 -4.942 1.888
-1.482 1.616 -1.757
-0.234 -0.342 -0.008
-0.233 0.002 -0.180
0.481 -0.257 -0.212
-0.576 -0.057 -0.467
0.072 0.324 -0.297
0.260 1.117 0.784

Calculated values
ΔE to the lowest compared entry with this formula, charge and spin: 1.421 eV
Orbital gap: 9.9 eV
Net charge: +1
Maximum force: 7.16 eV Å⁻¹

These are the Löwdin partial charges, in e, on atoms 1 to 4: -0.2528 0.9654 -0.2707 -0.0049

***

(3)
Below is a cluster of 2 separate species, C24H36P in total at a distorted geometry, with properties calculated with wB97M-V/def2-TZVPD.

Cartesian coordinates (Å):
C: 4.417 1.525 -0.345
C: 2.954 1.899 -0.058
C: 2.806 2.538 1.328
P: 1.700 0.539 -0.330
C: 2.096 0.269 -2.150
C: 2.103 1.546 -3.003
C: 1.166 -0.766 -2.792
C: 2.677 -0.933 0.332
C: 1.887 -2.237 0.191
C: 3.167 -0.768 1.772
H: 5.027 2.425 -0.180
H: 4.788 0.746 0.332
H: 4.593 1.196 -1.378
H: 2.663 2.670 -0.791
H: 3.480 3.406 1.381
H: 1.779 2.893 1.483
H: 3.072 1.851 2.142
H: 3.119 -0.145 -2.141
H: 2.204 1.244 -4.053
H: 1.161 2.098 -2.902
H: 2.937 2.222 -2.780
H: 1.322 -0.723 -3.878
H: 1.371 -1.793 -2.473
H: 0.111 -0.534 -2.588
H: 3.555 -0.996 -0.328
H: 2.391 -3.014 0.782
H: 0.861 -2.135 0.571
H: 1.839 -2.602 -0.841
H: 3.542 -1.743 2.115
H: 3.992 -0.057 1.895
H: 2.353 -0.470 2.446
C: -3.932 4.596 -1.077
C: -3.402 3.371 -0.407
C: -2.260 3.478 0.398
C: -1.696 2.361 0.978
C: -2.255 1.060 0.779
C: -1.525 -0.056 1.263
C: -1.889 -1.429 1.161
C: -1.457 -2.340 2.178
C: -1.772 -3.683 2.122
C: -2.555 -4.194 1.082
C: -2.871 -5.652 1.055
C: -3.022 -3.318 0.092
C: -2.666 -1.977 0.097
C: -3.528 1.006 0.127
C: -4.038 2.124 -0.516
H: -4.662 4.340 -1.843
H: -4.410 5.276 -0.365
H: -3.118 5.153 -1.546
H: -1.820 4.465 0.541
H: -0.795 2.445 1.588
H: -0.651 0.169 1.884
H: -0.883 -1.939 3.016
H: -1.416 -4.368 2.890
H: -3.665 -5.870 0.340
H: -1.991 -6.240 0.770
H: -3.182 -6.012 2.042
H: -3.666 -3.707 -0.696
H: -2.959 -1.333 -0.732
H: -4.099 0.077 0.133
H: -4.948 2.047 -1.113

Force components x, y, z for each atom (eV/Å):
0.083 0.247 0.042
-0.106 0.102 0.059
0.168 0.161 -0.031
0.988 -0.169 -0.339
0.134 -0.225 0.085
-0.043 -0.104 -0.014
0.005 0.016 -0.263
0.047 0.190 -0.329
0.054 -0.243 0.130
-0.035 -0.242 0.232
-0.014 -0.248 -0.067
-0.042 0.278 -0.254
-0.114 0.085 0.281
0.019 -0.200 0.269
-0.215 -0.179 0.150
0.192 -0.059 0.046
-0.112 0.250 -0.228
-0.327 0.123 -0.177
-0.034 0.175 0.166
0.126 -0.016 -0.032
-0.237 -0.174 0.009
-0.176 -0.164 0.176
-0.130 0.325 -0.074
0.158 -0.066 -0.069
-0.107 -0.086 0.248
-0.189 0.057 -0.139
0.168 -0.058 -0.071
-0.035 0.138 0.331
-0.085 0.234 0.045
-0.363 -0.148 -0.083
0.135 -0.059 -0.052
-0.100 0.022 -0.289
0.109 -0.151 0.216
0.258 -0.095 0.260
0.117 -0.194 -0.150
-0.096 0.467 0.064
-0.868 0.158 0.412
-0.023 -0.855 -0.175
0.231 0.417 -0.284
0.113 0.337 0.159
-0.049 0.215 0.082
-0.210 -0.263 -0.086
0.115 0.274 -0.074
-0.011 0.119 0.257
0.285 -0.005 -0.306
-0.013 -0.301 0.149
-0.013 0.047 0.026
0.048 -0.155 0.047
-0.051 -0.051 0.039
-0.012 -0.294 0.025
-0.146 0.011 -0.300
-0.281 -0.030 -0.214
-0.068 -0.191 -0.243
-0.070 0.244 -0.084
0.070 -0.028 0.054
-0.051 0.133 0.006
0.054 0.124 -0.146
0.258 0.103 0.076
0.149 -0.321 0.188
0.165 0.325 -0.091
0.177 -0.004 0.335

Calculated values
Orbital gap: 5.7 eV
Net charge: +1
Maximum force: 1.06 eV Å⁻¹

These are the Löwdin partial charges, in e, on atoms 1 to 4: -0.1067 -0.5732 -0.1296 1.0756

***

What HOMO level values result from the calculations? In sequence: -10.5, -11.6, -11.0 eV.